No. 1
31
Properties=species:S:1:pos:R:3:forces:R:3 method="wB97M-V/def2-TZVPD" de_lowest_kcal_mol=68.55 energy_ev=-16822.26240 largest_force_ev_per_a=5.10 homo_ev=-8.40 orbital_gap_ev=9.213
O 1.922714 1.294875 -0.280307 0.91 1.12 0.59
C 1.511119 -3.091209 1.552552 -1.28 1.92 3.78
C -1.878014 1.959964 -1.283136 -0.84 0.16 1.83
C 1.353251 -2.276378 0.488341 0.85 -0.33 -2.44
C 0.406251 1.965460 -1.871181 0.50 0.09 -1.58
C -0.887003 2.020204 -2.272157 -1.93 0.75 0.77
C -1.532993 2.029808 0.115350 0.34 -0.13 -1.35
C 0.653990 1.780785 -0.540056 2.28 0.02 1.35
C 1.683133 -2.829157 -0.859736 0.41 0.92 -1.50
C 0.985011 -2.544992 2.841380 1.53 -0.67 -2.76
C 0.760262 -1.031111 0.488261 -0.45 -1.30 1.85
C -3.380650 1.917523 -1.476616 -0.90 1.16 -2.05
C 0.412282 -1.255041 2.903162 1.69 -3.87 1.51
C 0.366398 -0.600947 1.717363 -2.74 4.17 1.06
C -0.217790 1.996310 0.536582 -0.67 -0.26 -2.72
H 0.070751 -0.907878 3.901520 0.18 0.14 -1.13
H 2.247339 -2.107716 -1.566096 -1.37 -0.78 1.07
H 2.022584 -4.037762 1.399212 -0.25 0.05 0.58
H -1.085098 2.237764 -3.305503 -0.52 -0.33 -0.29
H -0.168685 0.381598 1.932714 0.83 -1.83 -1.13
H 0.667520 -3.095957 -1.211965 0.82 -0.11 -0.78
H -3.792109 2.841717 -0.929113 0.10 -1.62 -0.91
H 2.513574 1.921068 -0.720091 0.33 -0.39 0.11
H 2.342105 -3.684391 -0.840799 -0.14 -0.54 0.22
H 0.424614 -0.619863 -0.420419 0.11 0.83 -0.79
H -3.849533 0.973509 -1.143684 0.34 0.56 0.32
H 1.166519 2.018515 -2.710734 -0.48 -0.37 1.65
H -3.693382 1.958091 -2.604659 0.65 0.28 1.97
H -0.001538 1.912338 1.576895 0.68 0.59 0.00
H 1.234822 -3.157669 3.666491 -0.35 -0.34 1.14
H -2.257443 2.030544 0.916430 -0.62 0.12 -0.36

=====

No. 2
31
Properties=species:S:1:pos:R:3:forces:R:3 method="wB97M-V/def2-TZVPD" de_lowest_kcal_mol=11.89 energy_ev=-16824.71968 largest_force_ev_per_a=1.17 homo_ev=-8.35 orbital_gap_ev=9.065
O 2.388783 -3.029439 0.885632 0.10 0.03 0.23
C -2.881840 0.868176 -0.572506 0.26 0.36 0.21
C 2.333567 1.133980 0.744470 0.21 -0.46 -0.09
C -2.353668 -0.384908 -0.225238 -0.43 0.84 0.01
C 1.202200 -0.972617 0.482738 -0.43 -0.07 0.23
C -1.798590 -1.161603 -1.234205 -1.15 -0.13 -0.09
C 3.523169 0.413123 0.853634 0.06 0.10 0.98
C 2.364819 -1.656385 0.808390 0.29 -0.27 -0.53
C -2.543051 0.429043 -2.886222 0.52 0.10 -0.25
C 1.169232 0.411210 0.467008 0.68 0.55 0.51
C 3.568746 -0.972811 0.952208 -0.91 0.40 -0.09
C -1.878315 -0.732126 -2.565025 0.04 -0.97 0.65
C -2.412007 -0.812298 1.219221 0.32 -0.65 -0.11
C -3.010204 1.279605 -1.886756 0.46 -0.54 -0.49
C 2.263742 2.608433 1.035425 -0.82 0.24 -0.66
H 1.332648 2.970913 0.594895 -0.04 0.16 -0.06
H -1.561713 -2.197591 -1.015020 0.56 0.12 -0.03
H 4.423058 0.957554 1.091077 0.26 0.15 -0.13
H -3.016000 -0.187132 1.880236 0.30 0.34 -0.30
H -2.874763 -1.797171 1.308386 0.14 -0.16 -0.12
H -1.476276 -1.404064 -3.319367 -0.13 0.28 -0.09
H -2.609239 0.670614 -3.933572 -0.18 0.33 -0.14
H 2.158143 2.851611 2.096071 0.39 -0.24 0.01
H 1.517825 -3.367826 1.119612 0.01 0.12 -0.12
H -3.119168 1.558091 0.228640 -0.37 -0.08 0.02
H 0.268544 1.001185 0.338975 -0.26 -0.42 -0.14
H 0.286655 -1.534326 0.331310 0.11 -0.01 -0.13
H 3.047828 3.208185 0.577625 0.27 -0.14 0.18
H -1.382966 -0.900554 1.584840 -0.26 0.08 0.35
H -3.397730 2.235556 -2.207687 -0.22 0.10 0.41
H 4.466567 -1.486438 1.245207 0.20 -0.17 -0.19

=====

No. 3
31
Properties=species:S:1:pos:R:3:forces:R:3 method="wB97M-V/def2-TZVPD" de_lowest_kcal_mol=48.35 energy_ev=-16823.13876 largest_force_ev_per_a=3.50 homo_ev=-8.23 orbital_gap_ev=9.035
O -1.921441 -3.428624 -2.008354 0.22 -0.45 0.54
C 0.136705 -3.655271 -0.980201 2.03 0.84 0.86
C 1.002792 -1.904936 0.443513 0.95 -0.94 0.18
C -0.236182 -1.339182 0.483399 -2.78 0.25 -0.34
C -0.914983 3.606374 1.905634 2.98 -0.79 -1.64
C 1.177836 1.693590 -0.717427 1.89 0.26 -0.79
C 0.932525 2.544204 0.361333 -1.81 -1.03 -0.11
C 2.023848 -1.661998 1.489798 2.60 -0.35 0.38
C -1.017251 1.970940 -1.535003 0.46 0.24 0.30
C -1.050683 -2.964886 -1.013402 -2.71 0.10 -1.54
C 0.247907 1.409333 -1.696959 -1.47 -0.77 0.58
C -1.361824 2.708444 -0.395797 1.94 -1.21 -1.31
C 1.230620 -3.081200 -0.350844 -1.59 0.65 0.93
C -0.426860 2.898848 0.623157 0.67 0.59 0.08
C -1.353745 -1.872910 -0.219125 2.23 0.45 -0.35
H 1.743161 2.747740 1.041908 -0.09 0.14 0.31
H 1.849419 -2.199742 2.383056 -1.08 -1.21 0.94
H 2.973228 -2.145415 1.211754 -0.09 0.24 -0.37
H 0.302502 -4.620589 -1.381143 -0.41 -0.60 -1.01
H 0.366061 0.569274 -2.394303 0.38 0.81 -0.06
H 2.179134 -3.615965 -0.365765 -0.12 0.34 0.22
H 2.367341 -0.770742 1.998971 -0.62 1.34 -1.00
H -0.237700 3.303311 2.743500 -1.37 0.07 -0.29
H -1.952822 3.416859 1.858504 -1.08 -0.03 1.22
H -0.686332 4.627811 1.678989 -0.27 0.97 0.37
H -1.776506 1.873006 -2.284299 -0.24 -0.29 -0.39
H -2.327137 3.103764 -0.513519 -1.28 0.68 1.05
H -2.617432 -2.808665 -2.239691 0.07 0.23 0.43
H 2.199786 1.309050 -0.937677 -0.71 0.29 0.69
H -2.254082 -1.253499 -0.214241 0.04 -0.72 -0.30
H -0.597886 -0.458923 1.024234 1.25 -0.11 0.40